A cluster of 3 separate species, C3H12N2O3 in total, computed with ωB97M-V/def2-TZVPD.

XYZ file:
```
20
Properties=species:S:1:pos:R:3
N -0.44 0.91 -1.45
C 0.39 -0.29 -1.19
C 1.50 0.03 -0.17
C -0.44 -1.63 -1.01
N -1.68 -1.42 -0.14
O 0.31 -2.56 -0.70
H -1.42 0.76 -1.33
H -0.17 1.61 -0.79
H 0.81 -0.57 -2.18
H 1.87 -0.92 0.25
H 2.32 0.48 -0.75
H 1.09 0.71 0.65
H -2.44 -2.04 -0.23
H -1.45 -1.32 0.82
H 0.18 1.30 2.31
H -0.38 0.48 3.51
O 0.21 0.48 2.78
H -0.98 -1.97 -1.93
H 0.52 3.38 0.87
O 0.20 2.57 0.67
```

## Properties
- energy relative to the best compared isomer or geometry (same formula, charge and spin) (eV) = 9.041
- strongest force on any atom (Eh/bohr) = 0.12619
- net charge = 0
- HOMO energy (Eh) = -0.3168
- molar mass (g/mol) = 124.1
- 2S+1 = 1

***

A structure of composition C23H23ClN3O4Pt, computed with ωB97M-V/def2-TZVPD.

XYZ file:
```
55
Properties=species:S:1:pos:R:3
Pt 1.37 -0.35 0.65
C 5.26 -0.59 -3.18
C 6.00 -0.29 -2.04
C 5.37 -0.10 -0.83
C 3.97 -0.21 -0.74
C 3.23 -0.51 -1.89
C 3.87 -0.69 -3.10
N 3.32 -0.11 0.46
N 4.00 -0.07 1.57
C 3.32 -0.41 2.65
C 3.87 -0.39 3.95
C 3.09 -0.77 5.01
C 1.76 -1.17 4.79
C 1.26 -1.15 3.51
N 2.00 -0.79 2.46
H 5.76 -0.75 -4.12
H 7.07 -0.22 -2.09
H 5.92 0.13 0.07
H 2.15 -0.62 -1.82
H 3.30 -0.94 -3.98
H 4.89 -0.07 4.07
H 3.48 -0.77 6.02
H 1.13 -1.48 5.61
H 0.23 -1.42 3.30
C -4.80 -0.54 1.34
C -4.85 -0.32 -0.15
C -5.65 0.71 -0.62
C -5.81 0.95 -1.98
Cl -6.80 2.25 -2.52
C -5.20 0.12 -2.92
C -4.40 -0.91 -2.46
C -4.18 -1.13 -1.09
O -3.39 -2.19 -0.85
C -2.46 -2.28 0.18
C -1.22 -1.33 -0.06
O -0.99 -0.91 -1.18
O -0.57 -1.12 1.00
H -5.60 0.03 1.82
H -3.85 -0.20 1.76
H -4.94 -1.59 1.59
H -6.19 1.34 0.07
H -5.34 0.28 -3.98
H -3.90 -1.57 -3.15
H -2.06 -3.30 0.13
H -2.84 -2.09 1.18
C -1.30 2.37 -0.84
C 0.19 2.21 -0.83
C 1.03 3.45 -0.87
O 0.72 1.11 -0.80
H -1.60 3.39 -1.08
H -1.71 2.09 0.13
H -1.72 1.67 -1.57
H 0.49 4.31 -1.24
H 1.92 3.27 -1.48
H 1.38 3.66 0.13
```

## Properties
- energy relative to the best compared isomer or geometry (same formula, charge and spin) (eV) = 1.238
- strongest force on any atom (Eh/bohr) = 0.08036
- net charge = +1
- HOMO energy (Eh) = -0.3643
- molar mass (g/mol) = 636.0
- 2S+1 = 1

***

A cluster of 7 separate species, C6H26O7 in total, computed with ωB97M-V/def2-TZVPD.

XYZ file:
```
39
Properties=species:S:1:pos:R:3
C -25.99 -13.82 -6.17
O -25.37 -14.99 -6.53
H -25.27 -13.01 -6.26
H -26.76 -13.61 -6.91
H -26.37 -13.70 -5.16
H -24.80 -14.83 -7.28
C -25.56 -12.39 -9.23
O -26.44 -11.21 -9.47
H -24.89 -12.51 -10.09
H -24.84 -12.17 -8.44
H -26.13 -13.30 -9.06
H -27.11 -11.25 -8.79
C -27.18 -10.35 -4.31
O -26.22 -9.91 -3.36
H -28.18 -10.12 -3.94
H -27.23 -9.94 -5.32
H -27.10 -11.41 -4.54
H -25.54 -9.37 -3.77
C -23.30 -15.87 -4.39
O -22.56 -17.13 -4.58
H -23.23 -15.60 -3.34
H -22.93 -15.06 -5.01
H -24.37 -16.01 -4.56
H -22.81 -17.54 -5.41
C -22.39 -13.68 -8.33
O -23.45 -14.51 -8.84
H -22.07 -13.00 -9.12
H -22.67 -13.12 -7.43
H -21.48 -14.23 -8.08
H -23.10 -14.85 -9.67
C -27.87 -14.75 -3.46
O -28.20 -15.72 -2.47
H -28.71 -14.09 -3.68
H -27.00 -14.19 -3.12
H -27.62 -15.26 -4.39
H -28.90 -16.19 -2.93
O -27.02 -16.61 -8.42
H -26.72 -16.20 -9.23
H -26.59 -16.11 -7.72
```

## Properties
- energy relative to the best compared isomer or geometry (same formula, charge and spin) (eV) = 4.762
- strongest force on any atom (Eh/bohr) = 0.04766
- net charge = 0
- HOMO energy (Eh) = -0.3790
- molar mass (g/mol) = 210.3
- 2S+1 = 1

***

A cluster of 9 separate species, C22H65N11O12 in total, computed with ωB97M-V/def2-TZVPD.

XYZ file:
```
110
Properties=species:S:1:pos:R:3
C -2.18 -3.22 1.05
O -3.42 -2.76 1.55
C -4.40 -2.76 0.53
C -4.28 -1.55 -0.39
N -4.34 -0.27 0.25
C -5.17 -0.05 1.41
C -5.19 1.40 1.82
O -3.90 1.67 2.29
C -3.62 3.04 2.53
H -1.42 -3.18 1.84
H -1.80 -2.57 0.25
H -2.23 -4.25 0.68
H -5.35 -2.63 1.05
H -4.42 -3.71 0.00
H -5.09 -1.68 -1.13
H -3.43 -1.60 -1.08
H -3.44 0.18 0.34
H -4.91 -0.65 2.29
H -6.20 -0.33 1.13
H -5.98 1.51 2.58
H -5.48 2.07 0.99
H -3.42 3.50 1.56
H -2.75 3.15 3.18
H -4.50 3.51 2.98
C 2.16 6.26 7.28
O 2.08 4.87 7.48
C 2.70 4.08 6.49
C 2.36 4.41 5.06
N 0.94 4.22 4.76
C 0.51 2.84 4.61
C 0.74 2.23 3.21
O 0.46 3.24 2.27
C 0.30 2.79 0.94
H 1.66 6.76 8.10
H 1.70 6.54 6.32
H 3.20 6.62 7.21
H 2.40 3.05 6.66
H 3.78 4.12 6.67
H 2.97 3.82 4.36
H 2.60 5.43 4.74
H 0.71 4.74 3.92
H -0.59 2.90 4.68
H 0.74 2.19 5.45
H -0.03 1.45 3.13
H 1.75 1.79 3.16
H 1.09 2.12 0.61
H 0.28 3.69 0.32
H -0.70 2.36 0.80
C 0.52 -2.32 -4.18
O 1.62 -2.02 -5.00
C 2.78 -2.67 -4.60
C 4.00 -2.24 -5.41
N 5.17 -2.92 -4.93
C 6.36 -2.79 -5.73
C 6.69 -1.34 -6.04
O 5.99 -0.86 -7.15
C 6.64 0.16 -7.90
H 0.26 -3.38 -4.22
H -0.32 -1.70 -4.49
H 0.76 -2.08 -3.14
H 2.66 -3.77 -4.72
H 2.99 -2.53 -3.52
H 4.01 -1.15 -5.31
H 3.80 -2.44 -6.47
H 4.96 -3.82 -4.52
H 6.21 -3.31 -6.69
H 7.22 -3.23 -5.23
H 7.77 -1.17 -6.14
H 6.44 -0.78 -5.12
H 6.71 1.05 -7.27
H 5.97 0.33 -8.74
H 7.59 -0.18 -8.32
N -0.49 -1.20 4.72
C -1.52 -0.29 4.56
N -2.17 -0.39 3.34
O -1.83 0.50 5.43
H -0.34 -2.01 4.15
H 0.27 -0.96 5.33
H -2.43 -1.28 2.94
H -2.71 0.44 3.12
N 0.13 -4.96 -0.50
C -0.70 -5.17 -1.57
N -0.51 -6.36 -2.23
O -1.46 -4.30 -1.98
H 0.77 -5.68 -0.19
H 0.24 -3.99 -0.19
H -1.17 -6.59 -2.96
H 0.01 -7.06 -1.74
N -3.71 1.36 -3.42
C -3.48 2.08 -2.28
N -4.50 2.93 -1.95
O -2.50 1.89 -1.56
H -3.02 0.78 -3.86
H -4.50 1.63 -3.99
H -5.16 3.20 -2.65
H -4.46 3.43 -1.08
N -0.56 -0.20 0.58
C -0.35 -1.35 -0.12
N -1.10 -1.53 -1.22
O 0.50 -2.19 0.25
H -0.92 0.60 0.08
H -0.13 -0.03 1.46
H -1.08 -2.47 -1.60
H -1.79 -0.83 -1.46
O 2.34 -1.42 2.38
H 3.07 -1.79 1.88
H 1.61 -1.39 1.74
O 0.19 2.77 -1.82
H 0.51 2.75 -2.72
H -0.77 2.88 -1.89
```

## Properties
- energy relative to the best compared isomer or geometry (same formula, charge and spin) (eV) = 0.252
- strongest force on any atom (Eh/bohr) = 0.03997
- net charge = 0
- HOMO energy (Eh) = -0.2924
- molar mass (g/mol) = 675.8
- 2S+1 = 1

***

The molecule C19H24N2O5, computed with ωB97M-V/def2-TZVPD.

XYZ file:
```
50
Properties=species:S:1:pos:R:3
C -1.94 -0.16 5.70
C -2.42 0.77 4.60
O -1.33 1.16 3.74
C -1.00 0.31 2.77
O -1.58 -0.71 2.52
C 0.20 0.84 2.00
N 0.52 0.00 0.87
C 1.64 -0.74 0.93
O 2.41 -0.69 1.87
N 1.88 -1.60 -0.14
C 3.17 -2.27 -0.13
C 4.19 -1.51 -0.97
C 0.94 -1.84 -1.12
C 1.20 -3.00 -2.03
C -0.16 -1.06 -1.21
C -1.22 -1.23 -2.20
O -1.29 -2.06 -3.09
O -2.20 -0.31 -2.05
C -3.27 -0.39 -2.98
C -0.35 0.12 -0.28
C -0.06 1.42 -1.02
C -1.03 2.41 -1.11
C -0.76 3.59 -1.78
C 0.48 3.80 -2.35
C 1.45 2.82 -2.25
C 1.18 1.63 -1.59
H -2.77 -0.39 6.36
H -1.14 0.30 6.27
H -1.57 -1.09 5.27
H -3.19 0.29 3.99
H -2.80 1.71 5.01
H 0.00 1.87 1.68
H 1.06 0.84 2.67
H 3.51 -2.27 0.91
H 3.07 -3.30 -0.46
H 3.86 -1.43 -2.01
H 5.15 -2.03 -0.96
H 4.34 -0.51 -0.57
H 2.15 -2.88 -2.56
H 0.40 -3.07 -2.76
H 1.23 -3.92 -1.46
H -3.95 0.42 -2.72
H -3.77 -1.35 -2.90
H -2.89 -0.26 -3.99
H -1.38 0.13 0.08
H -2.00 2.24 -0.67
H -1.52 4.35 -1.85
H 0.69 4.72 -2.87
H 2.43 2.97 -2.69
H 1.94 0.87 -1.52
```

## Properties
- energy relative to the best compared isomer or geometry (same formula, charge and spin) (eV) = 0.580
- strongest force on any atom (Eh/bohr) = 0.01522
- net charge = 0
- HOMO energy (Eh) = -0.3087
- molar mass (g/mol) = 360.4
- 2S+1 = 1

***

A cluster of 2 separate species, C3H9PS3 in total, computed with ωB97M-V/def2-TZVPD.

XYZ file:
```
16
Properties=species:S:1:pos:R:3
C 0.01 0.87 1.35
C -0.12 1.43 -0.08
S 1.23 2.58 -0.23
C 0.17 0.33 -1.10
S -0.95 -0.11 -2.27
S 1.72 -0.49 -1.05
H -0.44 -0.12 1.45
H 1.00 0.95 1.61
H -0.45 1.66 1.94
H -1.09 1.88 -0.10
H 0.97 2.98 -1.60
H 1.60 -1.50 -1.98
P -1.26 -2.16 0.61
H -0.09 -2.07 -0.29
H -0.42 -2.89 1.56
H -1.87 -3.34 0.18
```

## Properties
- energy relative to the best compared isomer or geometry (same formula, charge and spin) (eV) = 3.613
- strongest force on any atom (Eh/bohr) = 0.05656
- net charge = 0
- HOMO energy (Eh) = -0.3199
- molar mass (g/mol) = 172.3
- 2S+1 = 1

***

The molecule C3H5N3, computed with ωB97M-V/def2-TZVPD.

XYZ file:
```
11
Properties=species:S:1:pos:R:3
H 0.29 2.32 -0.28
N 0.40 1.33 -0.07
N 1.56 1.00 0.23
C 1.65 -0.44 0.33
C 0.59 -1.16 -0.08
C -0.53 -0.40 -0.43
N -1.71 -0.40 0.27
H 2.65 -0.75 0.64
H -0.66 -0.10 -1.47
H -1.68 -0.95 1.11
H -2.56 -0.46 -0.25
```

## Properties
- energy relative to the best compared isomer or geometry (same formula, charge and spin) (eV) = 4.247
- strongest force on any atom (Eh/bohr) = 0.01286
- net charge = 0
- HOMO energy (Eh) = -0.3068
- molar mass (g/mol) = 83.1
- 2S+1 = 1

***

A structure of composition C5H5NOS, computed with ωB97M-V/def2-TZVPD.

XYZ file:
```
13
Properties=species:S:1:pos:R:3
C -1.27 -0.09 0.06
C 0.41 1.54 -0.21
C 1.00 0.26 0.08
C 1.86 -0.90 -0.15
C -0.03 -0.63 0.09
H -2.80 -1.46 1.02
H -1.85 1.93 0.10
H 0.92 2.55 -0.20
H 2.26 -0.85 -1.14
H 2.60 -1.08 0.65
N -0.99 1.29 0.01
O 0.73 -1.84 -0.10
S -2.82 -0.73 -0.20
```

## Properties
- energy relative to the best compared isomer or geometry (same formula, charge and spin) (eV) = 3.873
- strongest force on any atom (Eh/bohr) = 0.08771
- net charge = 0
- HOMO energy (Eh) = -0.2946
- molar mass (g/mol) = 127.2
- 2S+1 = 1

***

Question: Look up the 2S+1 of the fifth one.
Answer: 1

***

Question: Which of these has the highest molar mass?
Answer: C22H65N11O12

***

Question: molar mass of number 2 (C23H23ClN3O4Pt)?
Answer: 636.0 g/mol